1.
C6H9N4 | wB97M-V/def2-TZVPD

ORCA input file:
```
! wB97M-V def2-TZVPD RIJCOSX def2/J DEFGRID3
* xyz 1 1
H -1.9097 -2.2071 -0.0809
N -1.2802 -1.4475 0.0865
C -1.7174 -0.2733 0.0987
C -3.1492 -0.0540 -0.0384
N -0.9403 0.9053 0.0803
C 0.3716 1.1633 -0.0166
C 1.5068 0.4087 -0.0707
C 2.7636 1.0311 0.0000
N 3.6727 0.0884 -0.0070
C 3.0171 -1.0361 0.0541
N 1.6973 -0.9453 0.0674
H -3.5263 -0.1008 -1.0520
H -3.4573 0.8298 0.3952
H -3.7886 -0.8797 0.3794
H -1.4311 1.7315 -0.1792
H 0.5090 2.2720 -0.0361
H 3.0608 2.0791 0.1568
H 3.6281 -1.9225 0.0170
H 0.9730 -1.6427 0.1456
*
```

Calculated values
SMILES string = [H]/N=C(C)/[NH+]=C\c1cnc[nH]1
HOMO = -0.51270 hartree
E_LUMO = -0.19277 hartree
energy above the lowest of the compared OMol25 structures with the same formula, charge and spin = 1.7342 eV
F_max = 3.42 eV Å⁻¹
orbital gap = 8.71 eV



2.
C6H9N4OOsS2 | wB97M-V/def2-TZVPD

ORCA input file:
```
! wB97M-V def2-TZVPD RIJCOSX def2/J DEFGRID3
* xyz 2 6
Os -0.0764 -0.7862 -0.7177
O 1.8306 -0.4066 -0.0669
N 2.2205 0.8505 0.2284
C 3.5097 1.0261 0.5665
C 3.9625 2.2866 0.8734
C 3.0758 3.3559 0.8266
C 1.7529 3.1412 0.4761
C 1.3256 1.8599 0.1732
S -0.3311 1.4950 -0.2581
H 4.1095 0.1278 0.5706
H 4.9992 2.4215 1.1447
H 3.4136 4.3557 1.0631
H 1.0423 3.9543 0.4316
N -2.8260 -0.5791 -0.3501
N -3.4059 -1.8455 -0.4452
C -2.6796 -2.9434 -0.6430
N -3.2846 -4.1103 -0.7160
S -0.9487 -2.9611 -0.7923
H -3.0376 -0.1728 0.5584
H -3.2083 0.0190 -1.0790
H -4.4133 -1.9208 -0.3609
H -4.2842 -4.2174 -0.6099
H -2.7466 -4.9502 -0.8735
*
```

Calculated values
⟨S²⟩ = 8.767
HOMO (spin up / spin down) = -0.57137 / -0.59196 hartree
E_LUMO (spin up / spin down) = -0.23355 / -0.34643 hartree
energy above the lowest of the compared OMol25 structures with the same formula, charge and spin = 0.0429 eV
F_max = 0.22 eV Å⁻¹
orbital gap (spin up / spin down) = 9.19 / 6.68 eV



no.,E (eV)
1,-12320.900
2,-38494.103